{
  "formula": "C44H69AsGeNO5S2SiV",
  "method": "ωB97M-V with the def2-TZVPD basis set",
  "e_homo_ev": [-14.96, -15.02],
  "largest_force_ev_per_a": 11.69,
  "charge": 3,
  "energy_ha": -8490.5870,
  "s_squared": 0.78,
  "e_above_lowest_kcal_mol": 59.5,
  "multiplicity": 2,
  "lumo_energy_ev": [-8.45, -7.82],
  "elements": ["V", "O", "S", "C", "C", "C", "C", "S", "O", "C", "C", "C", "C", "C", "C", "C", "C", "C", "C", "C", "C", "H", "H", "H", "H", "H", "H", "H", "H", "H", "H", "H", "H", "H", "H", "H", "H", "H", "H", "O", "H", "H", "O", "H", "H", "C", "C", "C", "C", "C", "C", "C", "C", "H", "H", "H", "H", "H", "C", "C", "C", "C", "Ge", "C", "C", "C", "C", "H", "H", "H", "H", "H", "H", "H", "H", "H", "H", "H", "H", "H", "H", "H", "H", "H", "H", "H", "C", "Si", "C", "C", "N", "C", "C", "C", "C", "C", "C", "H", "H", "H", "H", "H", "H", "H", "H", "H", "H", "H", "H", "H", "H", "C", "As", "C", "C", "O", "H", "H", "H", "H", "H", "H", "H", "H", "H"],
  "xyz": [[-0.5891, 0.0689, -1.0401], [-1.4972, -0.1986, 2.0439], [-1.8916, -0.3251, 3.5210], [-0.6553, 0.6593, 4.4463], [-0.5593, 2.1513, 4.1312], [-0.0104, 2.4817, 2.7368], [1.4695, 2.1659, 2.6166], [1.9252, 1.8268, 0.8759], [0.8128, 0.9015, 0.4153], [1.6283, 3.4684, 0.2154], [2.6725, 4.3762, 0.3289], [2.5049, 5.6643, -0.1562], [1.3044, 6.0291, -0.7505], [0.2728, 5.1070, -0.8665], [0.4320, 3.8163, -0.3820], [-3.3241, 0.7279, 3.7087], [-3.9308, 1.2824, 2.5959], [-5.0919, 2.0230, 2.7650], [-5.6275, 2.2037, 4.0323], [-5.0046, 1.6435, 5.1399], [-3.8531, 0.8894, 4.9825], [0.2816, 0.1288, 4.2614], [-0.9175, 0.5102, 5.4956], [0.0813, 2.6030, 4.8929], [-1.5414, 2.6145, 4.2312], [-0.1971, 3.5344, 2.5224], [-0.5414, 1.8877, 1.9960], [1.7145, 1.2383, 3.1387], [2.1226, 2.9599, 2.9796], [3.6080, 4.0802, 0.7903], [3.3100, 6.3813, -0.0733], [1.1751, 7.0353, -1.1254], [-0.6615, 5.3985, -1.3298], [-0.3536, 3.0799, -0.4522], [-3.4959, 1.1295, 1.6158], [-5.5926, 2.4549, 1.9083], [-6.5377, 2.7738, 4.1579], [-5.4218, 1.7846, 6.1273], [-3.3826, 0.4339, 5.8458], [-0.5850, -1.4683, 0.7968], [-1.1299, -0.7323, 1.3478], [-1.2282, -2.1516, 0.5311], [1.5570, -1.6275, -0.8337], [1.6227, -2.2300, -1.5884], [2.3241, -1.0423, -0.8919], [0.6901, 0.6725, -2.3217], [1.6214, 1.1032, -2.9830], [2.6868, 1.6315, -3.7599], [3.2275, 2.8843, -3.4358], [4.2658, 3.4021, -4.1863], [4.7790, 2.6814, -5.2586], [4.2411, 1.4434, -5.5892], [3.2002, 0.9157, -4.8488], [2.8245, 3.4372, -2.5959], [4.6794, 4.3708, -3.9401], [5.5999, 3.0851, -5.8351], [4.6367, 0.8916, -6.4308], [2.7745, -0.0473, -5.1002], [5.0814, -2.2410, 4.1936], [4.1709, -1.0146, 4.2027], [2.7437, -1.3531, 3.7557], [2.6284, -1.4734, 2.2341], [1.0190, -2.5371, 1.7869], [1.0299, -4.2456, 0.7892], [1.0064, -5.3852, 1.8073], [2.2392, -5.3793, 2.7146], [3.5441, -5.6963, 1.9909], [6.0903, -1.9691, 4.4984], [5.1442, -2.6958, 3.2026], [4.7121, -2.9924, 4.8929], [4.5864, -0.2312, 3.5623], [4.1293, -0.6226, 5.2199], [2.0441, -0.5952, 4.1214], [2.4616, -2.2987, 4.2311], [3.4727, -2.0357, 1.8279], [2.6096, -0.5020, 1.7464], [0.0893, -2.5953, 3.0312], [1.9441, -4.2741, 0.1967], [0.1778, -4.2958, 0.1091], [0.9515, -6.3350, 1.2708], [0.1093, -5.3077, 2.4278], [2.0902, -6.1053, 3.5136], [2.3160, -4.3861, 3.1917], [3.4708, -6.6527, 1.4725], [4.3631, -5.7720, 2.7044], [3.8090, -4.9301, 1.2591], [-2.5982, -3.7574, -0.5655], [-2.8742, -2.1563, -1.5475], [-3.8775, -0.9962, -0.4271], [-3.8000, -2.6024, -3.1187], [-1.3388, -1.2989, -1.9440], [-0.8394, -1.7029, -3.2162], [-0.3100, -2.9760, -3.4236], [0.0618, -3.3902, -4.6951], [-0.0847, -2.5387, -5.7784], [-0.5921, -1.2611, -5.5800], [-0.9595, -0.8461, -4.3131], [-3.5336, -4.3166, -0.6526], [-2.4269, -3.6352, 0.5094], [-1.8193, -4.4014, -0.9751], [-4.1211, -1.4987, 0.5106], [-4.8300, -0.7372, -0.8923], [-3.3594, -0.0721, -0.1805], [-4.8616, -2.7258, -2.8947], [-3.4416, -3.5576, -3.5063], [-3.7071, -1.8782, -3.9288], [-0.2069, -3.6523, -2.5806], [0.4512, -4.3886, -4.8430], [0.1815, -2.8685, -6.7729], [-0.7153, -0.5932, -6.4228], [-1.3659, 0.1442, -4.1514], [-4.0134, 1.4126, -3.0991], [-2.5498, 2.3613, -2.2866], [-3.3026, 3.7980, -1.2421], [-1.3357, 3.0463, -3.6220], [-1.7062, 1.3453, -1.2099], [-4.4047, 2.0370, -3.9029], [-4.7901, 1.2479, -2.3549], [-3.6718, 0.4585, -3.4967], [-3.4450, 4.6724, -1.8762], [-2.6456, 4.0474, -0.4098], [-4.2719, 3.4763, -0.8638], [-1.5294, 4.1102, -3.7501], [-1.5152, 2.5330, -4.5653], [-0.3095, 2.8723, -3.3040]],
  "atomic_forces_ev_per_a": [[3.19, -2.75, 1.06], [-4.97, 7.81, 7.15], [0.04, 0.26, 0.58], [-0.06, 0.12, -0.29], [-0.03, -0.03, -0.25], [-0.11, 0.02, 0.16], [-0.10, -0.21, -0.32], [-0.04, 0.54, 0.15], [-0.72, -0.21, -0.15], [0.19, -0.19, 0.02], [0.09, -0.10, 0.04], [-0.02, 0.01, 0.02], [-0.01, 0.04, -0.04], [0.01, -0.07, 0.03], [-0.07, -0.03, 0.00], [0.00, -0.16, -0.14], [0.15, 0.01, -0.19], [-0.06, 0.03, 0.05], [0.02, -0.01, -0.05], [0.01, 0.00, 0.02], [0.09, -0.08, 0.10], [-0.15, -0.06, 0.09], [-0.06, -0.16, -0.02], [-0.06, -0.03, 0.07], [-0.02, -0.03, 0.11], [0.08, 0.00, 0.01], [-0.12, 0.11, -0.02], [0.16, 0.05, -0.05], [0.07, -0.02, -0.05], [0.04, 0.03, -0.04], [0.00, 0.00, 0.01], [0.00, 0.00, -0.01], [0.01, 0.05, -0.01], [-0.03, -0.04, 0.01], [-0.06, 0.02, 0.08], [0.03, -0.01, -0.01], [0.00, 0.01, 0.01], [0.00, -0.02, 0.01], [-0.03, -0.02, 0.02], [3.51, -4.40, -5.11], [1.39, -2.83, -1.53], [0.47, -0.10, -0.05], [-0.04, 0.01, 0.13], [0.02, 0.11, -0.06], [-0.05, 0.00, -0.18], [0.32, 0.31, -0.33], [-0.22, -0.04, 0.16], [0.23, 0.13, -0.18], [-0.05, -0.11, 0.02], [0.04, 0.06, -0.03], [-0.06, -0.03, 0.06], [0.08, 0.00, -0.07], [-0.13, 0.00, 0.07], [-0.01, 0.02, 0.03], [0.01, -0.01, 0.01], [-0.01, 0.01, -0.02], [0.01, -0.01, 0.01], [0.00, 0.00, -0.01], [-0.05, 0.14, -0.05], [-0.05, -0.18, 0.09], [0.23, 0.00, -0.05], [-0.56, -0.42, -0.18], [-0.60, 0.12, -0.52], [0.11, 0.43, 0.33], [0.07, -0.01, 0.10], [-0.07, -0.01, -0.22], [-0.06, 0.07, 0.10], [0.02, -0.05, -0.03], [0.04, -0.02, 0.01], [0.01, -0.03, -0.01], [-0.02, 0.06, 0.04], [0.04, 0.09, -0.02], [0.07, -0.13, 0.01], [-0.08, 0.07, 0.07], [-0.02, 0.02, -0.07], [0.05, -0.03, -0.05], [0.14, -0.04, -0.09], [-0.04, 0.05, -0.07], [0.01, 0.15, 0.03], [-0.04, -0.02, 0.04], [-0.05, -0.08, -0.07], [-0.02, 0.09, 0.09], [0.05, -0.09, 0.16], [0.00, 0.00, -0.03], [0.05, 0.03, -0.04], [0.04, -0.02, -0.02], [0.09, 0.33, -0.24], [-0.58, -0.33, 0.22], [0.16, -0.27, -0.12], [0.25, 0.08, 0.21], [-0.38, -0.20, -0.20], [0.25, -0.12, -0.79], [-0.05, 0.09, 0.33], [0.06, -0.03, -0.08], [0.00, -0.01, 0.01], [-0.02, 0.06, -0.03], [-0.14, -0.22, 0.12], [-0.05, 0.01, 0.05], [0.00, -0.02, -0.01], [0.00, 0.02, -0.03], [-0.01, 0.00, 0.04], [0.00, 0.01, -0.05], [-0.03, 0.07, 0.04], [-0.01, 0.01, 0.07], [0.05, 0.01, -0.02], [0.02, 0.05, 0.03], [-0.03, -0.03, -0.02], [0.02, 0.00, 0.02], [0.02, -0.01, 0.00], [0.02, 0.01, 0.00], [0.02, 0.03, -0.08], [0.23, -0.06, 0.22], [-0.78, 1.07, -1.07], [0.10, -0.28, 0.08], [-0.12, -0.15, 0.12], [-1.50, 1.72, 0.51], [0.05, 0.02, -0.01], [0.02, 0.01, 0.02], [0.04, 0.03, -0.05], [0.05, -0.06, -0.08], [0.03, -0.02, -0.05], [0.03, -0.02, 0.03], [-0.03, 0.00, 0.06], [-0.01, -0.05, 0.03], [-0.01, 0.01, 0.07]],
  "lowdin_charge": [0.91, -0.36, 1.16, -0.27, -0.18, -0.22, -0.26, 1.07, -0.60, -0.39, -0.07, -0.04, -0.04, -0.06, -0.09, -0.39, -0.07, -0.05, -0.04, -0.03, -0.07, 0.06, 0.11, 0.14, 0.12, 0.13, 0.08, 0.07, 0.12, 0.12, 0.13, 0.12, 0.10, 0.07, 0.08, 0.11, 0.12, 0.13, 0.12, -0.24, -0.29, 0.03, -0.08, 0.08, 0.08, -0.09, -0.04, -0.25, -0.03, -0.05, -0.04, -0.05, -0.02, 0.10, 0.11, 0.12, 0.12, 0.12, -0.09, -0.25, -0.30, -0.28, 1.13, -0.28, -0.28, -0.26, -0.09, 0.08, 0.07, 0.08, 0.11, 0.11, 0.07, 0.10, 0.08, 0.02, 0.03, 0.07, 0.05, 0.12, 0.11, 0.12, 0.07, 0.09, 0.08, 0.06, -0.15, 0.51, -0.15, -0.13, -0.18, -0.38, -0.05, -0.05, -0.05, -0.05, -0.06, 0.06, 0.04, 0.03, 0.05, 0.04, -0.02, 0.05, 0.05, 0.03, 0.11, 0.12, 0.12, 0.12, 0.08, -0.15, 1.17, -0.15, -0.14, -0.55, 0.07, 0.05, 0.03, 0.06, 0.04, 0.05, 0.06, 0.06, 0.03]
}